P) # C3H10OS

2 unconnected molecules or ions with the total composition C3H10OS (ωB97M-V/def2-TZVPD, the OMol25 dataset).

The geometry in ORCA input format:
```
! RIJCOSX wB97M-V def2-TZVPD def2/J DEFGRID3
* xyz 0 1
S -0.401 -1.705 0.103
C 0.000 0.000 0.000
C 2.020 -2.549 -0.720
C 0.639 -2.596 -1.149
H -0.860 0.656 0.216
H 0.363 0.220 -1.018
H 0.806 0.228 0.718
H 2.593 -3.252 -1.346
H 2.132 -2.846 0.336
H 2.443 -1.538 -0.848
H 0.231 -3.618 -1.263
H 0.585 -2.099 -2.137
O -0.632 1.856 2.802
H 0.004 1.194 3.154
H -1.339 1.320 2.376
*
```

For the molar mass, the calculation gives 94.18 g/mol. Its HOMO energy is -0.31284 Eh. As for the HOMO-LUMO gap: 9.22 eV. The SMILES is CCSC.O.

Löwdin atomic charge list, values in e, 6 entries:
1 S 0.769
2 C -0.480
3 C -0.231
4 C -0.559
5 H 0.028
6 H 0.045

---

Q) # C3H10OS

2 unconnected molecules or ions with the total composition C3H10OS (ωB97M-V/def2-TZVPD, the OMol25 dataset).

The geometry in ORCA input format:
```
! RIJCOSX wB97M-V def2-TZVPD def2/J DEFGRID3
* xyz 0 1
C -0.846 0.932 -1.142
C -1.498 -0.398 -0.869
S -1.147 -1.203 0.706
C -0.007 -0.580 1.813
H 0.344 0.960 -1.334
H -1.124 1.663 -0.323
H -1.184 1.363 -2.093
H -1.144 -1.110 -1.653
H -2.587 -0.256 -0.952
H -0.604 -0.546 2.717
H 1.007 -0.912 1.935
H 0.056 0.534 1.616
H 3.000 0.646 -0.482
H 2.566 -0.886 0.168
O 3.167 -0.207 -0.106
*
```

For the molar mass, the calculation gives 94.18 g/mol. Its HOMO energy is -0.30962 Eh. As for the HOMO-LUMO gap: 9.14 eV. The SMILES is CCSC.O.

Löwdin atomic charge list, values in e, 6 entries:
1 C -0.199
2 C -0.583
3 S 0.805
4 C -0.505
5 H 0.109
6 H 0.081

---

R) # C3H10OS

2 unconnected molecules or ions with the total composition C3H10OS (ωB97M-V/def2-TZVPD, the OMol25 dataset).

The geometry in ORCA input format:
```
! RIJCOSX wB97M-V def2-TZVPD def2/J DEFGRID3
* xyz 0 1
C -0.575 -0.979 -0.943
C -0.137 -0.847 0.512
S 0.660 0.758 0.820
C 1.541 0.371 2.356
H -1.012 -0.009 -1.204
H 0.262 -1.123 -1.614
H -1.379 -1.698 -1.034
H -0.967 -0.956 1.218
H 0.578 -1.620 0.778
H 1.679 1.326 2.863
H 2.514 -0.028 2.086
H 1.006 -0.305 3.011
H -1.030 1.349 -2.361
H -1.473 2.320 -3.418
O -1.668 1.441 -3.071
*
```

For the molar mass, the calculation gives 94.18 g/mol. Its HOMO energy is -0.31494 Eh. As for the HOMO-LUMO gap: 9.40 eV. The SMILES is CCSC.O.

Löwdin atomic charge list, values in e, 6 entries:
1 C -0.160
2 C -0.571
3 S 0.772
4 C -0.423
5 H 0.025
6 H 0.077

---

Result of the stability comparison: Q) is the least stable of them.

---

P) # C3H10OS

2 unconnected molecules or ions with the total composition C3H10OS (ωB97M-V/def2-TZVPD, the OMol25 dataset).

The geometry in ORCA input format:
```
! RIJCOSX wB97M-V def2-TZVPD def2/J DEFGRID3
* xyz 0 1
S 0.899 -2.870 -0.317
C 0.800 1.220 -0.214
C 1.420 -1.158 -0.784
C 0.363 -0.248 -0.158
H -0.334 -2.895 -0.867
H 0.850 1.597 -1.249
H 1.804 1.294 0.236
H 0.109 1.859 0.362
H 1.530 -0.890 -1.853
H 2.391 -0.966 -0.288
H 0.245 -0.549 0.901
H -0.637 -0.286 -0.632
O -2.946 1.432 1.301
H -3.861 1.070 1.329
H -2.634 1.390 2.233
*
```

For the molar mass, the calculation gives 94.18 g/mol. Its HOMO energy is -0.32638 Eh. As for the HOMO-LUMO gap: 9.63 eV. The SMILES is CCCS.O.

Löwdin atomic charge list, values in e, 6 entries:
1 S 0.663
2 C -0.129
3 C -0.563
4 C -0.396
5 H -0.148
6 H 0.075

---

Q) # C3H10OS

4 unconnected molecules or ions with the total composition C3H10OS (ωB97M-V/def2-TZVPD, the OMol25 dataset).

The geometry in ORCA input format:
```
! RIJCOSX wB97M-V def2-TZVPD def2/J DEFGRID3
* xyz 0 1
C -1.505 -0.737 -0.034
C -0.833 -0.038 -1.144
C -0.954 0.809 0.136
S 1.607 -1.218 1.039
H -0.995 -1.517 0.619
H -0.710 -2.236 1.113
H -2.585 -0.752 0.047
H -1.413 0.390 -1.952
H 0.213 -0.216 -1.370
H -1.569 1.678 -0.105
H 0.032 1.199 0.371
H 0.529 -1.432 1.757
H 3.431 1.702 -0.320
H 2.278 0.766 0.147
O 2.474 1.601 -0.304
*
```

For the molar mass, the calculation gives 94.18 g/mol. Its HOMO energy is -0.32239 Eh. As for the HOMO-LUMO gap: 5.93 eV.

Löwdin atomic charge list, values in e, 6 entries:
1 C -0.116
2 C -0.191
3 C -0.102
4 S 0.348
5 H -0.059
6 H 0.270

---

Result of the stability comparison: Q) is the least stable of them.

---

P) # H80O40

40 unconnected molecules or ions with the total composition H80O40 (ωB97M-V/def2-TZVPD, the OMol25 dataset).

The geometry in ORCA input format:
```
! RIJCOSX wB97M-V def2-TZVPD def2/J DEFGRID3
* xyz 1 2
H 1.636 1.984 4.465
H 1.833 0.421 4.214
O 2.280 1.296 4.150
H 3.050 3.879 -2.917
H 4.241 3.251 -3.598
O 3.386 3.019 -3.206
H -2.213 0.316 -2.420
H -3.172 0.150 -1.237
O -2.234 0.120 -1.464
H -0.824 -2.703 -2.306
H -2.041 -1.529 -2.383
O -1.519 -2.235 -2.773
H 1.056 1.446 -2.560
H 0.897 0.198 -3.690
O 0.722 0.576 -2.830
H 0.580 3.315 1.904
O 0.579 4.095 1.325
H 3.579 0.295 2.790
O 3.322 -0.630 2.714
H 0.738 -2.364 3.956
H -0.072 -1.713 5.005
O 0.808 -1.644 4.604
H -1.865 4.936 1.084
H -2.448 3.948 1.939
O -1.947 4.757 2.030
H 2.340 -2.454 3.468
H 2.593 -3.787 2.440
O 2.875 -3.109 3.045
H 4.746 -1.103 0.108
H 4.672 -1.507 1.561
O 5.316 -1.241 0.874
H 0.814 0.464 0.191
O 0.490 1.363 0.389
H -1.183 -6.931 0.141
H -0.018 -6.464 -0.728
O -0.318 -6.495 0.192
H 0.741 4.574 -1.146
H 0.255 5.797 -0.531
O 0.961 5.540 -1.163
H 4.068 1.218 -0.281
H 3.185 0.347 0.771
O 3.537 0.435 -0.118
H 0.539 -2.424 1.641
H -0.014 -3.786 2.346
O 0.035 -2.828 2.401
H -0.329 1.451 5.176
H -0.568 2.906 5.545
O 0.156 2.268 5.356
H 0.075 5.800 3.519
H 1.436 5.151 4.150
O 1.019 5.869 3.672
H -0.902 5.352 -1.746
O -1.855 5.470 -1.589
H -0.007 -2.594 -4.414
H 1.024 -2.334 -3.154
O 0.703 -2.907 -3.854
H -2.699 0.540 4.256
O -2.917 -0.348 4.597
H -0.368 -0.701 3.449
H -1.006 -0.741 2.160
O -0.981 -0.147 2.936
H -5.682 0.094 -3.027
H -4.628 -0.741 -3.214
O -5.594 -0.866 -3.190
H -0.928 -4.748 -0.034
H -2.001 -3.604 0.117
O -1.076 -3.787 -0.060
H 1.053 3.558 -4.647
H -0.578 3.320 -5.023
O 0.288 2.998 -4.764
H 2.416 -3.881 -0.274
H 1.245 -4.362 0.343
O 1.740 -3.524 0.360
H 3.325 -5.149 -3.509
H 2.824 -3.801 -2.792
O 2.580 -4.646 -3.174
H -2.232 3.437 3.188
H -1.834 4.360 4.425
O -2.092 3.492 4.114
H -2.245 2.234 -0.706
H -1.723 3.819 -0.556
O -2.216 3.057 -0.231
H -2.127 0.942 1.456
H -2.184 2.416 1.512
O -2.628 1.632 1.906
H -3.458 -3.674 1.996
H -3.632 -4.545 3.283
O -3.669 -4.560 2.313
H -4.199 1.044 2.434
O -4.890 0.423 2.761
H 1.392 -6.048 -2.361
H 0.283 -5.538 -3.307
O 0.514 -6.248 -2.693
H -2.088 6.389 -1.455
H 1.489 4.325 1.104
H -3.781 -0.494 4.124
H 4.060 -1.208 2.916
H -0.457 1.172 0.260
H -4.532 -0.173 2.075
O 0.001 -1.130 -0.328
H -0.288 -1.030 -1.268
H -0.024 -2.102 -0.406
O -1.987 -1.268 -6.321
H -1.685 -1.797 -5.585
H -2.458 -0.465 -6.100
O 2.045 -1.314 -1.800
H 1.902 -1.614 -0.899
H 2.791 -0.688 -1.840
O -1.205 2.448 -2.390
H -0.867 1.597 -2.118
H -0.891 2.763 -3.245
O 4.115 -3.306 -1.731
H 5.034 -3.250 -1.981
H 3.522 -2.552 -1.646
O 1.359 2.950 -1.349
H 1.237 2.432 -0.501
H 2.293 2.801 -1.576
O -1.878 0.346 -4.127
H -1.226 0.545 -4.806
H -1.798 -0.593 -3.879
*
```

For the molar mass, the calculation gives 720.60 g/mol. Its HOMO energy (spin up / spin down) is -0.47033 / -0.47033 Eh. As for the HOMO-LUMO gap (spin up / spin down): 9.21 / 3.16 eV.

Löwdin atomic charge list, values in e, 6 entries:
1 H 0.015
2 H 0.012
3 O -0.091
4 H 0.050
5 H 0.070
6 O -0.044

---

Q) # H80O40

40 unconnected molecules or ions with the total composition H80O40 (ωB97M-V/def2-TZVPD, the OMol25 dataset).

The geometry in ORCA input format:
```
! RIJCOSX wB97M-V def2-TZVPD def2/J DEFGRID3
* xyz 1 2
H 2.374 -0.733 -2.506
H 3.700 -1.136 -3.206
O 3.031 -0.467 -3.071
H -1.774 -3.003 -1.059
H -2.239 -2.999 0.188
O -1.517 -2.502 -0.263
H -2.092 0.306 -0.161
H -3.372 0.557 0.010
O -2.780 -0.023 0.422
H -0.836 -2.642 -2.777
H -0.173 -2.441 -4.093
O -0.003 -2.331 -2.928
H -2.242 0.516 5.847
H -1.038 -0.066 5.016
O -2.075 -0.016 5.122
H 2.362 3.211 -5.548
O 1.990 3.781 -4.738
H -2.734 -3.233 2.923
O -2.636 -3.080 3.861
H -1.126 4.242 -2.581
H 0.106 5.160 -2.512
O -0.703 4.988 -3.008
H -1.615 0.359 -1.834
H -1.946 1.395 -3.020
O -2.393 0.870 -2.245
H -3.342 3.080 -2.375
H -2.776 3.936 -3.457
O -3.021 4.001 -2.599
H -2.918 3.120 3.666
H -1.722 3.970 4.281
O -2.043 3.611 3.564
H -0.170 -1.787 1.591
O 0.573 -1.107 1.292
H 1.919 4.437 1.869
H 0.870 3.212 1.643
O 1.613 3.627 1.889
H -0.622 1.007 1.581
H -1.418 1.856 2.440
O -0.873 1.902 1.655
H -4.742 -3.214 1.150
H -5.192 -4.193 0.202
O -4.384 -4.111 0.789
H 4.782 -4.743 -0.254
H 4.540 -3.851 -1.445
O 5.317 -4.338 -0.983
H 1.911 0.155 -4.138
H 1.640 1.830 -3.857
O 1.382 0.992 -4.305
H 0.968 -3.465 -1.085
H 0.045 -4.863 -1.162
O 0.702 -4.203 -1.500
H 3.166 2.702 -1.035
O 3.001 3.589 -1.448
H -4.496 1.883 -2.215
H -5.751 1.296 -1.536
O -4.756 1.121 -1.610
H 4.641 3.348 1.755
O 4.455 2.334 1.769
H -3.080 -0.618 -3.128
H -4.189 -1.240 -3.794
O -3.306 -1.343 -3.560
H 2.558 -2.500 1.881
H 1.882 -3.654 1.418
O 2.496 -3.327 2.234
H -3.021 -5.115 -1.485
H -2.505 -6.387 -1.001
O -2.327 -5.505 -0.944
H 2.486 2.710 3.137
H 4.047 2.258 3.520
O 3.088 2.096 3.629
H -0.181 -2.523 5.437
H -0.120 -3.573 4.340
O 0.304 -2.797 4.718
H 3.299 -4.377 -3.242
H 2.569 -3.367 -2.087
O 3.326 -3.659 -2.521
H 0.571 -0.777 -1.893
H -0.220 -0.982 -0.424
O -0.107 -0.368 -1.180
H 1.162 1.130 3.464
H 1.833 -0.370 3.747
O 0.968 0.062 3.580
H 4.584 -1.093 2.430
H 4.348 0.445 2.773
O 4.477 -0.491 3.191
H 6.407 -1.275 0.721
H 5.880 -0.053 1.371
O 5.563 -0.906 1.004
H -0.418 1.509 -1.852
O -0.249 2.462 -2.084
H -1.388 2.044 -5.864
H -0.134 1.924 -5.162
O -0.969 2.048 -5.069
H 2.042 3.602 -1.493
H 2.761 3.827 -4.088
H 3.800 2.070 1.070
H -2.380 -2.123 3.977
H 0.672 -0.636 2.162
H -0.026 2.475 -2.949
O -5.177 -0.243 1.585
H -5.191 0.683 1.238
H -4.248 -0.482 1.659
O 1.324 -5.623 0.938
H 0.608 -5.922 1.477
H 1.916 -5.487 1.822
O 2.611 1.400 0.210
H 2.633 1.074 -0.681
H 2.366 0.690 0.849
O -4.290 4.209 -0.662
H -3.195 4.081 -0.934
H -4.347 4.859 -1.373
O -5.360 -2.601 -1.098
H -4.770 -1.791 -1.171
H -5.995 -2.278 -1.804
O 1.423 -0.120 5.976
H 1.117 -0.415 5.194
H 1.502 0.837 5.927
O 2.240 5.949 0.693
H 1.921 5.289 -0.031
H 2.838 6.442 0.233
*
```

For the molar mass, the calculation gives 720.60 g/mol. Its HOMO energy (spin up / spin down) is -0.45035 / -0.45035 Eh. As for the HOMO-LUMO gap (spin up / spin down): 8.77 / 2.55 eV.

Löwdin atomic charge list, values in e, 6 entries:
1 H -0.028
2 H 0.076
3 O 0.013
4 H 0.039
5 H 0.051
6 O -0.061

---

Result of the stability comparison: Q) is the least stable of them.